Formula: C2H4N4O2
Source: the Open Molecules 2025 dataset
Level of theory: ωB97M-V/def2-TZVPD

Its gap between HOMO and LUMO is 8.654 eV. The value obtained for the HOMO energy is -8.3 eV. For the total energy, the calculation gives -12186.1539 eV. Its energy relative to the best compared isomer or geometry (same formula, charge and spin) is 7.334 eV. For the lowest unoccupied orbital energy, the calculation gives 0.358 eV. As for the total charge: 0. Its SMILES is Nn1onc/c1=N/O.

Cartesian coordinates (Å):
O (2.11151, -1.20091, -0.52841)
C (0.47141, 0.31500, 0.18388)
H (3.16022, -1.35899, -0.44281)
C (-0.10689, 1.68221, 0.41145)
H (-0.57957, -2.30776, -1.07730)
N (-0.90089, -1.86072, 0.00060)
N (1.81673, 0.19098, 0.02927)
N (-0.57410, -0.43076, -0.13471)
N (-1.46678, 1.69774, 0.25470)
H (0.32747, 2.53678, 0.73232)
H (-0.45800, -2.34670, 0.79261)
O (-1.70676, 0.49001, -0.04983)

natural (NBO) charges, unit e, in atom order: number 1, O, carries -0.654; number 2, C, carries 0.254; number 3, H, carries 0.483; number 4, C, carries -0.074; number 5, H, carries 0.405; number 6, N, carries -0.629; number 7, N, carries -0.215; number 8, N, carries -0.019; number 9, N, carries 0.014; number 10, H, carries 0.211; number 11, H, carries 0.391; number 12, O, carries -0.168

Formula: C5H9NO2
Source: the Open Molecules 2025 dataset
Level of theory: ωB97M-V/def2-TZVPD

Its gap between HOMO and LUMO is 5.297 eV. The value obtained for the HOMO energy is -8.7 eV. For the total energy, the calculation gives -10910.8093 eV. Its energy relative to the best compared isomer or geometry (same formula, charge and spin) is 5.766 eV. For the lowest unoccupied orbital energy, the calculation gives -3.417 eV. As for the total charge: 0.

Cartesian coordinates (Å):
H (-3.63233, -2.09644, 3.88098)
C (2.25642, 0.49033, -1.38239)
H (-3.31575, -1.45103, 3.70506)
O (-2.06967, -0.82920, -0.24158)
C (1.78842, -0.22607, -0.20854)
C (-0.37830, 0.78576, 0.03046)
H (3.33656, 0.60635, -1.45254)
H (-0.29479, 1.25453, -0.94436)
C (0.43567, -0.50809, 0.09433)
H (0.36798, -1.00903, 1.05306)
O (-2.67175, 1.24201, 0.44951)
H (-0.06057, -1.13562, -0.67814)
C (-1.91144, 0.34943, 0.11655)
H (2.10982, 0.89005, -3.23867)
N (1.55041, 0.74306, -2.40534)
H (2.61638, -0.59083, 0.39723)
H (-0.12706, 1.48479, 0.82440)

natural (NBO) charges, unit e, in atom order: number 1, H, carries -0.006; number 2, C, carries 0.001; number 3, H, carries 0.006; number 4, O, carries -0.640; number 5, C, carries 0.138; number 6, C, carries -0.451; number 7, H, carries 0.170; number 8, H, carries 0.252; number 9, C, carries -0.532; number 10, H, carries 0.251; number 11, O, carries -0.620; number 12, H, carries 0.351; number 13, C, carries 0.770; number 14, H, carries 0.358; number 15, N, carries -0.486; number 16, H, carries 0.213; number 17, H, carries 0.226

Formula: H10NO3
Source: the Open Molecules 2025 dataset
Level of theory: ωB97M-V/def2-TZVPD

As for the multiplicity: 2. Its gap between HOMO and LUMO (alpha / beta) is 12.805 / 4.842 eV. Its expectation value of S² is 0.7543. The value obtained for the HOMO energy (alpha / beta) is -21.1 / -21.1 eV. For the total energy, the calculation gives -7771.6812 eV. Its energy relative to the best compared isomer or geometry (same formula, charge and spin) is 2.269 eV. For the lowest unoccupied orbital energy (alpha / beta), the calculation gives -8.300 / -16.257 eV. As for the total charge: +2.

Cartesian coordinates (Å):
H (1.00373, -1.82355, -1.62479)
H (0.98213, 1.29510, -0.19005)
N (1.44703, 0.77499, -0.94493)
H (0.61562, -0.06187, -1.06258)
H (-0.18418, -0.55339, 2.39863)
H (2.31028, 0.47702, -0.46469)
H (-2.27134, 1.35226, 0.05716)
O (0.08087, -1.56892, -1.40277)
H (1.55693, 1.26080, -1.81546)
O (-0.93983, -0.06048, 2.41736)
O (-1.53169, 0.87913, 0.07236)
H (-0.25792, -2.09102, -0.69214)
H (-1.16475, 0.64823, 0.93883)
H (-1.64689, -0.52830, 2.31309)

natural (NBO) charges, unit e, in atom order: number 1, H, carries 0.517; number 2, H, carries 0.416; number 3, N, carries -0.924; number 4, H, carries 0.469; number 5, H, carries 0.505; number 6, H, carries 0.464; number 7, H, carries 0.513; number 8, O, carries -0.920; number 9, H, carries 0.472; number 10, O, carries -0.769; number 11, O, carries -0.230; number 12, H, carries 0.508; number 13, H, carries 0.492; number 14, H, carries 0.488

Formula: C3H5NO2
Source: the Open Molecules 2025 dataset
Level of theory: ωB97M-V/def2-TZVPD

Its gap between HOMO and LUMO (alpha / beta) is 7.296 / 7.295 eV. The value obtained for the HOMO energy (alpha / beta) is -8.7 / -8.7 eV. For the total energy, the calculation gives -8773.6740 eV. Its energy relative to the best compared isomer or geometry (same formula, charge and spin) is 4.021 eV. For the lowest unoccupied orbital energy (alpha / beta), the calculation gives -1.363 / -1.363 eV. As for the total charge: 0.

Cartesian coordinates (Å):
H (0.24254, 1.44800, 1.00311)
H (-1.23410, 2.27251, 0.12906)
H (-0.33861, -1.36358, 1.20311)
N (1.45706, 0.20542, -0.06507)
O (-1.31953, 0.30055, 0.28908)
O (0.79121, -1.39053, -1.65605)
C (-0.57992, -0.96469, 0.21298)
H (-1.28303, -1.59932, -0.31310)
C (0.69690, -0.71943, -0.62691)
C (-0.69612, 1.38363, 0.47320)
H (2.26360, 0.42742, -0.64942)

natural (NBO) charges, unit e, in atom order: number 1, H, carries 0.246; number 2, H, carries 0.178; number 3, H, carries 0.214; number 4, N, carries -0.907; number 5, O, carries -0.381; number 6, O, carries -0.647; number 7, C, carries -0.165; number 8, H, carries 0.220; number 9, C, carries 0.564; number 10, C, carries 0.319; number 11, H, carries 0.360

Formula: C4H7N2
Source: the Open Molecules 2025 dataset
Level of theory: ωB97M-V/def2-TZVPD

Its gap between HOMO and LUMO is 9.247 eV. The value obtained for the HOMO energy is -14.8 eV. For the total energy, the calculation gives -7228.6714 eV. Its energy relative to the best compared isomer or geometry (same formula, charge and spin) is 7.067 eV. For the lowest unoccupied orbital energy, the calculation gives -5.508 eV. As for the total charge: +1. Its SMILES is C=C=C/N=[NH+]/C.

Cartesian coordinates (Å):
H (0.32091, 1.49901, -1.02803)
H (-1.10598, -2.62951, 0.88264)
H (0.43921, -0.75993, -2.50535)
N (0.51305, 0.83483, -0.26601)
C (0.01039, -1.02081, -1.49395)
N (0.51482, -0.43470, -0.34165)
H (-1.57271, -0.76568, 0.78127)
C (0.76965, 1.51629, 1.00844)
H (-0.24765, 1.92280, 1.20810)
H (1.47021, 2.38421, 0.74954)
H (1.06427, 0.64656, 1.62398)
C (-1.07077, -1.58414, -0.98787)
C (-1.10539, -1.60893, 0.36890)

natural (NBO) charges, unit e, in atom order: number 1, H, carries 0.408; number 2, H, carries 0.279; number 3, H, carries 0.262; number 4, N, carries -0.220; number 5, C, carries -0.188; number 6, N, carries -0.003; number 7, H, carries 0.216; number 8, C, carries -0.431; number 9, H, carries 0.237; number 10, H, carries 0.259; number 11, H, carries 0.252; number 12, C, carries 0.137; number 13, C, carries -0.207

Formula: C50H68AsNO4SW
Source: the Open Molecules 2025 dataset
Level of theory: ωB97M-V/def2-TZVPD

Its gap between HOMO and LUMO is 6.316 eV. The value obtained for the HOMO energy is -12.5 eV. For the total energy, the calculation gives -136119.5116 eV. Its energy relative to the best compared isomer or geometry (same formula, charge and spin) is 0.000 eV. For the lowest unoccupied orbital energy, the calculation gives -6.233 eV. As for the total charge: +2.

Cartesian coordinates (Å):
C (1.49180, 3.30247, -0.71415)
C (1.80319, 1.55569, -5.43650)
O (0.66015, 2.75586, 2.05259)
H (-0.60906, -3.60247, 5.70876)
H (-1.27037, -7.01879, -1.58635)
C (-2.32455, -0.35500, -4.65528)
C (-2.04451, -5.45164, -3.67035)
H (-4.19303, -2.51279, 5.68135)
H (-2.29382, -6.30540, -4.29835)
C (1.96214, 0.28440, -6.26771)
C (2.24615, -1.67228, -1.56310)
H (0.28277, -4.73418, -4.91137)
H (1.14501, -0.41827, -6.09634)
H (-2.13802, -4.55207, -4.28378)
O (1.99090, 0.67277, 0.21664)
H (1.31822, -3.60968, -3.25555)
H (2.45243, -2.79639, 0.93824)
H (2.25459, -1.42683, 2.08147)
C (-2.27637, 3.85589, -0.52698)
H (-1.64577, -4.21527, 1.74931)
C (-0.62090, -5.60504, -3.12266)
S (-1.23449, 1.01955, -1.86897)
H (-1.83630, 0.57316, 5.01317)
H (-0.91606, -3.20923, 7.39004)
O (0.68919, -1.69549, 0.76370)
H (-4.70588, 0.33555, -1.49910)
C (-1.66605, 2.44157, 1.36760)
H (1.45798, 4.10616, 3.33132)
H (-1.73789, 2.26154, 3.49087)
H (-3.18780, -0.28663, 6.75868)
C (0.48684, 2.24068, -5.83781)
H (-1.66397, -2.43210, -2.09236)
H (-3.07557, -0.98436, -5.13158)
H (-3.26764, -2.68027, -2.84177)
H (1.57859, 3.35430, -3.43346)
C (-1.88637, -2.45872, 3.52227)
C (-4.71299, 4.51967, -0.69404)
C (1.70021, 2.35161, -3.04829)
C (0.35308, -5.63430, -4.29971)
C (-0.81374, -2.78059, 6.39449)
C (-2.61675, 3.05575, 0.58824)
H (-0.29802, 4.29544, 3.09104)
H (-3.48955, -3.23139, 7.12546)
H (2.78245, -1.59336, -0.61364)
C (-0.83566, -3.36763, -0.02906)
H (-2.44378, -1.27972, 8.00409)
C (0.10964, 0.25465, 2.44872)
H (-3.62937, 6.77600, -1.71433)
C (-1.82743, -0.19177, 4.25086)
H (-1.92632, 6.34600, -1.61884)
H (-2.87964, 6.50095, -0.14372)
H (1.31050, -2.93104, 2.30313)
C (1.72927, 2.16708, -1.68369)
C (-2.09092, -2.01946, 6.01670)
H (2.93453, -2.13869, -2.26993)
H (2.90500, -0.22400, -6.06867)
H (-3.14736, -2.10249, -1.15627)
H (-5.40108, 5.16792, -1.23359)
H (-5.07803, 3.49673, -0.79885)
C (-2.68968, -2.07285, -2.14340)
O (-1.57641, -0.39272, 0.63837)
H (0.17308, 2.99469, -5.11810)
C (1.88005, 0.85434, -1.20462)
C (1.98295, -0.26022, -2.05331)
C (-1.81000, -0.78881, 1.87034)
H (0.05379, -2.11977, 6.40203)
C (1.91865, -0.01171, -3.42030)
C (1.79732, 1.27460, -3.93901)
C (1.75998, -2.25198, 1.57912)
C (-3.33674, 4.26454, -2.75155)
C (0.71787, -3.55540, -2.36036)
H (0.70000, -0.21907, 4.23861)
H (1.94972, 0.54399, -7.32507)
W (0.12613, 0.48039, 0.29306)
H (0.60478, 2.73179, -6.80270)
H (3.08156, 2.60355, -6.82266)
H (-3.65766, 2.94056, 0.85587)
C (-0.51205, -6.93541, -2.36386)
H (-3.50974, 3.19271, -2.84576)
H (-4.76190, 4.79844, 0.35802)
C (-0.27382, 2.60910, 1.02031)
C (-3.29143, -2.97090, 6.08702)
H (-0.65365, -7.76580, -3.05324)
H (-4.13749, 4.78807, -3.27092)
H (1.99984, -0.85290, -4.09170)
H (-0.68000, 4.40120, -1.83873)
C (-1.61792, 0.23009, 2.87971)
C (-2.30254, -0.87439, 7.00334)
C (-0.31733, -4.46884, -2.15154)
H (0.46582, -7.04711, -1.89574)
H (1.38663, -5.75165, -3.97508)
H (2.82046, 3.49008, -5.32817)
H (-2.80100, -3.40820, 0.74367)
H (3.91615, 2.10817, -5.35051)
H (0.83646, 4.82472, 1.82606)
H (-3.11220, -3.90288, 5.55456)
C (-4.44137, 0.38225, -2.55504)
H (-1.85431, -3.50607, 3.80085)
H (-2.40346, 4.49867, -3.26018)
H (-1.32627, -0.76586, -4.81097)
N (0.97838, 0.00325, 3.28362)
H (-2.36827, 0.65632, -5.06001)
H (-1.93747, -4.98921, -0.85399)
C (-2.08819, 1.69520, 2.62261)
H (0.11622, -6.48130, -4.94133)
H (2.18785, 3.25448, 0.12912)
C (-0.95661, 3.86633, -0.94141)
H (-4.48785, 1.41573, -2.89911)
C (0.05512, 3.22709, -0.22341)
As (-2.65672, -0.28038, -2.77305)
H (-3.17944, 1.70277, 2.66454)
C (-2.90462, 6.16334, -1.17907)
H (-5.12584, -0.23126, -3.14116)
H (-1.44237, -0.20649, 7.04719)
C (-1.08869, -4.33285, -0.99913)
C (-3.31149, 4.68638, -1.27604)
C (-1.83450, -2.17206, 2.17986)
C (-1.79435, -3.30373, 1.16384)
C (0.65434, 4.07621, 2.60141)
H (-0.31780, 1.51171, -5.93356)
C (1.04568, -2.59690, -1.40698)
H (1.64678, 4.24694, -1.23602)
C (0.28234, -2.57296, -0.24417)
C (2.97773, 2.49608, -5.74442)
C (-1.94137, -1.50306, 4.59124)
H (-2.78652, -5.40448, -2.87348)

Mulliken population analysis, charges in e, atoms 1 to 99: number 1, C, carries -1.728; number 2, C, carries 2.070; number 3, O, carries -0.496; number 4, H, carries 0.347; number 5, H, carries 0.315; number 6, C, carries -1.242; number 7, C, carries -1.627; number 8, H, carries 0.369; number 9, H, carries 0.521; number 10, C, carries -2.138; number 11, C, carries -2.448; number 12, H, carries 0.398; number 13, H, carries 0.331; number 14, H, carries 0.254; number 15, O, carries -1.210; number 16, H, carries 0.689; number 17, H, carries 0.574; number 18, H, carries 0.405; number 19, C, carries -0.188; number 20, H, carries 0.544; number 21, C, carries 1.878; number 22, S, carries -0.260; number 23, H, carries 0.571; number 24, H, carries 0.453; number 25, O, carries 0.292; number 26, H, carries 0.341; number 27, C, carries 0.478; number 28, H, carries 0.378; number 29, H, carries 0.505; number 30, H, carries 0.405; number 31, C, carries -1.411; number 32, H, carries -0.315; number 33, H, carries 0.574; number 34, H, carries 0.710; number 35, H, carries 0.615; number 36, C, carries -0.537; number 37, C, carries -2.085; number 38, C, carries -0.750; number 39, C, carries -2.106; number 40, C, carries -1.529; number 41, C, carries -0.399; number 42, H, carries 0.301; number 43, H, carries 0.490; number 44, H, carries 0.368; number 45, C, carries -0.277; number 46, H, carries 0.456; number 47, C, carries -0.827; number 48, H, carries 0.484; number 49, C, carries -0.679; number 50, H, carries 0.333; number 51, H, carries 0.401; number 52, H, carries 0.179; number 53, C, carries 0.400; number 54, C, carries 1.761; number 55, H, carries 1.000; number 56, H, carries 0.430; number 57, H, carries 0.476; number 58, H, carries 0.477; number 59, H, carries 0.343; number 60, C, carries -0.840; number 61, O, carries -0.294; number 62, H, carries 0.296; number 63, C, carries 0.076; number 64, C, carries 0.816; number 65, C, carries -0.632; number 66, H, carries 0.340; number 67, C, carries -0.360; number 68, C, carries -0.041; number 69, C, carries -1.404; number 70, C, carries -1.301; number 71, C, carries -0.448; number 72, H, carries 0.383; number 73, H, carries 0.466; number 74, W, carries 1.726; number 75, H, carries 0.478; number 76, H, carries 0.513; number 77, H, carries 0.734; number 78, C, carries -1.680; number 79, H, carries -0.119; number 80, H, carries 0.402; number 81, C, carries -0.253; number 82, C, carries -1.649; number 83, H, carries 0.494; number 84, H, carries 0.557; number 85, H, carries 0.643; number 86, H, carries 0.572; number 87, C, carries 1.168; number 88, C, carries -2.078; number 89, C, carries 0.225; number 90, H, carries 0.359; number 91, H, carries 0.409; number 92, H, carries 0.339; number 93, H, carries 0.523; number 94, H, carries 0.385; number 95, H, carries 0.255; number 96, H, carries 0.338; number 97, C, carries -1.185; number 98, H, carries 0.596; number 99, H, carries 0.328